1.
ORCA calculation (ωB97M-V/def2-TZVPD) on one molecule with the formula C8H16O2 at a distorted geometry.

Geometry as ORCA input:
```
! RIJCOSX wB97M-V def2-TZVPD def2/J DEFGRID3
* xyz 0 1
C -2.2834 -0.0827 -1.0259
C -0.8841 -0.5302 -1.4319
C -0.2069 0.4615 -2.3680
C 0.0216 -1.0407 -0.2199
C 0.6258 -0.0370 0.7813
C 2.1185 0.1646 0.4538
C -0.0183 1.3407 0.9293
C 0.4384 -0.7181 2.2310
O -0.6207 -1.1138 2.6917
O 1.5023 -0.6475 3.0587
H -2.3057 0.9322 -0.6255
H -2.9447 -0.0839 -1.9005
H -2.7207 -0.7659 -0.2908
H -1.0271 -1.4490 -2.0191
H -0.7178 0.4691 -3.3381
H -0.2434 1.4843 -1.9893
H 0.8366 0.1885 -2.5517
H 0.8341 -1.6011 -0.7010
H -0.5693 -1.8122 0.2875
H 2.6567 0.6377 1.2821
H 2.6252 -0.7842 0.2478
H 2.2477 0.8164 -0.4175
H 0.1397 1.9779 0.0584
H -1.0867 1.2814 1.1465
H 0.4237 1.8654 1.7868
H 1.1585 -0.9535 3.9244
*
```

Gap between HOMO and LUMO = 0.4012 Eh
HOMO level = -0.3736 hartree
Structure (SMILES) = CC(C)CC(C)(C)C(=O)O
Relative energy (zero: lowest compared OMol25 entry of this formula, charge and spin) = 44.98 kJ/mol

2.
ORCA calculation (ωB97M-V/def2-TZVPD) on a 2-piece molecular cluster, C8H16O2 overall at a distorted geometry.

Geometry as ORCA input:
```
! RIJCOSX wB97M-V def2-TZVPD def2/J DEFGRID3
* xyz 0 1
C 1.7437 -3.6497 1.5055
C 1.2258 -4.6583 2.5117
C 0.1605 -3.9736 3.3554
C 0.5458 -3.2476 4.6291
O -0.9687 -3.8719 2.8382
H 2.8026 -3.8055 1.2389
H 1.6510 -2.6824 2.0273
H 1.1498 -3.6069 0.5770
H 0.6998 -5.5355 2.0883
H 2.0190 -5.0347 3.1859
H -0.2753 -2.9150 5.2862
H 1.1306 -2.3642 4.3221
H 1.2033 -3.9230 5.2020
C -0.4030 2.4345 -1.6856
C -1.3459 3.2882 -2.6190
C -0.6714 4.4829 -3.2858
C -1.5726 5.1640 -4.2921
O 0.5490 4.7449 -3.1987
H -0.9230 1.6782 -1.0739
H 0.1905 3.0804 -1.0168
H 0.2843 1.9168 -2.3757
H -1.7360 2.6767 -3.4552
H -2.2142 3.7001 -2.0696
H -2.5853 4.7663 -4.4733
H -1.0015 5.1149 -5.2345
H -1.6587 6.2206 -3.9875
*
```

Gap between HOMO and LUMO = 0.3827 Eh
HOMO level = -0.3505 hartree
Structure (SMILES) = CCC(C)=O.CCC(C)=O
Relative energy (zero: lowest compared OMol25 entry of this formula, charge and spin) = 157.82 kJ/mol

3.
ORCA calculation (ωB97M-V/def2-TZVPD) on one molecule with the formula C8H16O2 at a distorted geometry.

Geometry as ORCA input:
```
! RIJCOSX wB97M-V def2-TZVPD def2/J DEFGRID3
* xyz 0 1
C 1.8888 1.0425 -1.2061
C 1.4262 -0.1976 -1.2130
C 0.8792 -0.9625 -0.0272
C 2.0640 -1.4753 0.8123
O 0.1099 -2.0846 -0.4745
C -0.0531 -0.1547 0.8937
C -1.2470 0.5884 0.3004
C -2.2190 1.0143 1.3411
C -1.8866 0.0053 -0.9358
O -0.7433 2.1624 -0.0646
H 1.7722 1.6923 -0.3506
H 2.3476 1.4679 -2.0867
H 1.5341 -0.8008 -2.1105
H 2.6408 -0.6456 1.2151
H 2.7253 -2.0857 0.1954
H 1.6961 -2.0879 1.6347
H 0.6851 -2.6744 -0.9754
H 0.5344 0.5861 1.4387
H -0.4436 -0.8637 1.6279
H -2.3169 2.0843 0.9249
H -3.1274 0.4188 1.3666
H -1.7916 1.1391 2.3344
H -2.7422 0.6101 -1.2300
H -2.2231 -1.0085 -0.7201
H -1.1763 -0.0335 -1.7576
H -0.3334 2.2634 -0.9330
*
```

Gap between HOMO and LUMO = 0.3862 Eh
HOMO level = -0.3576 hartree
Structure (SMILES) = C=C[C@](C)(O)CC(C)(C)O
Relative energy (zero: lowest compared OMol25 entry of this formula, charge and spin) = 241.72 kJ/mol

4.
ORCA calculation (ωB97M-V/def2-TZVPD) on one molecule with the formula C8H16O3S2 at a distorted geometry.

Geometry as ORCA input:
```
! RIJCOSX wB97M-V def2-TZVPD def2/J DEFGRID3
* xyz 0 1
C -3.0615 -0.7561 0.5207
C -1.8989 -1.7983 0.7183
C -2.5893 0.6581 0.8581
C -0.0065 0.1641 0.0918
C 2.8182 -1.0148 0.7161
C 1.1903 1.3926 -1.8441
C 2.3546 -0.4323 -0.5898
C 1.4165 0.7958 -0.4875
O -1.2551 -1.0908 -1.7750
O -0.9208 2.6529 0.2919
O 1.8649 1.5801 0.5438
S -0.5127 -1.4077 -0.5799
S -1.3361 1.3715 -0.3274
H -3.2275 -1.0921 -0.5865
H -3.9864 -1.0322 0.9308
H -1.3970 -1.6715 1.6944
H -2.3845 -2.7429 0.5438
H -3.3952 1.2721 0.8847
H -2.1294 0.7059 1.8292
H 0.0508 0.2529 1.2331
H 2.6001 -0.3180 1.5399
H 3.9008 -1.2942 0.8192
H 2.1745 -1.9449 0.8450
H 2.1883 1.7342 -2.1381
H 0.6729 0.6934 -2.4444
H 0.5720 2.3251 -1.6249
H 1.9554 -1.1152 -1.3569
H 3.2198 -0.0412 -1.0456
H 1.1219 2.1536 0.7392
*
```

Gap between HOMO and LUMO = 0.3488 Eh
HOMO level = -0.3276 hartree
Relative energy (zero: lowest compared OMol25 entry of this formula, charge and spin) = 0.00 kJ/mol

5.
ORCA calculation (ωB97M-V/def2-TZVPD) on C8H16O4Pd as an isolated structure at a distorted geometry.

Geometry as ORCA input:
```
! RIJCOSX wB97M-V def2-TZVPD def2/J DEFGRID3
* xyz 1 4
C 1.2101 -2.5399 0.4896
C -0.0776 -2.4091 0.1555
O -0.7275 -1.1975 0.2694
C -1.9398 -1.0255 -0.4845
C -2.6112 0.2216 0.0342
O -1.6244 1.2526 0.1026
C -2.1620 2.5624 0.2857
H 1.6788 -1.8258 1.1731
H 1.7287 -3.4522 0.1979
H -0.6484 -3.1675 -0.3823
H -2.5969 -1.8914 -0.3397
H -1.6827 -0.9287 -1.5480
H -3.0366 0.0649 1.0360
H -3.4121 0.5187 -0.6563
H -1.3173 3.2525 0.3790
H -2.7696 2.8314 -0.5886
H -2.7750 2.5914 1.1973
O 1.2352 0.5891 1.8375
C 2.4135 0.6345 1.1055
C 2.1891 1.2604 -0.2664
O 1.0253 0.6327 -0.8634
C 1.2320 -0.3730 -1.7731
Pd -0.0027 0.4689 0.6094
H 2.8230 -0.3856 0.9518
H 3.2043 1.2235 1.6079
H 3.0457 1.1446 -0.9418
H 1.9418 2.3259 -0.1765
H 0.8064 -0.1703 -2.7551
H 2.1872 -0.8953 -1.7026
*
```

Gap between HOMO and LUMO (spin up / spin down) = 0.3277 / 0.2959 Eh
HOMO level (spin up / spin down) = -0.4146 / -0.4546 hartree
Relative energy (zero: lowest compared OMol25 entry of this formula, charge and spin) = 514.94 kJ/mol

6.
ORCA calculation (ωB97M-V/def2-TZVPD) on C8H16O8Y as an isolated structure at a distorted geometry.

Geometry as ORCA input:
```
! RIJCOSX wB97M-V def2-TZVPD def2/J DEFGRID3
* xyz -4 2
Y 0.8717 0.2772 0.5178
O 0.1222 1.5470 2.3665
C 0.6788 2.8527 2.1701
C 1.2655 3.2820 0.7176
O 1.9697 2.3253 -0.0962
H 1.4458 2.9957 2.9313
H -0.0528 3.6116 2.4473
H 1.9570 4.1103 0.8718
H 0.4448 3.7121 0.1435
O -1.4483 0.6098 -0.1855
C -2.4552 1.3397 -0.9321
C -3.8386 0.6993 -1.1695
O -3.9602 -0.6815 -1.4762
H -2.0006 1.6182 -1.8828
H -2.6011 2.2871 -0.4132
H -4.3670 1.2670 -1.9353
H -4.5146 0.8420 -0.3264
O 1.5668 -0.2518 -1.7300
C 1.0690 -1.1594 -2.7575
C 0.0783 -2.3860 -2.3809
O -1.2658 -2.2501 -1.9324
H 1.9282 -1.5169 -3.3249
H 0.4928 -0.5519 -3.4554
H 0.5440 -2.9547 -1.5761
H 0.0139 -3.0201 -3.2651
O 2.7536 -0.8921 1.5282
C 2.3077 -2.1246 2.1537
C 0.7284 -2.4935 2.0969
O -0.1562 -1.8095 1.2054
H 2.6744 -2.2100 3.1766
H 2.7657 -2.9817 1.6599
H 0.2781 -2.5614 3.0872
H 0.7042 -3.5316 1.7656
*
```

Gap between HOMO and LUMO (spin up / spin down) = 0.1548 / 0.1530 Eh
HOMO level (spin up / spin down) = 0.2251 / 0.2270 hartree